(P)
DFT (ωB97M-V with the def2-TZVPD basis set) results for 2 unconnected molecules or ions with the total composition C4H11S2.

* net charge: -1
* gap between HOMO and LUMO: 0.212 Ha

Geometry as XYZ:
```
17
C4H11S2 | the Open Molecules 2025 dataset | ωB97M-V with the def2-TZVPD basis set
C -1.591 -1.749 1.473
S -2.591 -0.334 1.022
C -1.404 0.989 1.433
H -1.898 -2.643 0.936
H -1.525 -1.924 2.545
H -0.598 -1.455 1.112
H -1.110 1.020 2.482
H -0.519 0.784 0.816
H -1.957 1.890 1.188
C 1.853 0.837 -2.304
C 1.410 -0.024 -1.084
S 1.854 0.710 0.502
H 2.812 1.234 -1.972
H 1.140 1.642 -2.494
H 1.927 0.239 -3.219
H 1.870 -1.002 -1.274
H 0.328 -0.214 -1.161
```

---

(Q)
DFT (ωB97M-V with the def2-TZVPD basis set) results for 2 unconnected molecules or ions with the total composition C4H11S2.

* net charge: -1
* gap between HOMO and LUMO: 0.216 Ha

Geometry as XYZ:
```
17
C4H11S2 | the Open Molecules 2025 dataset | ωB97M-V with the def2-TZVPD basis set
C -1.673 -0.596 -2.176
C -1.583 0.861 -1.724
S -1.408 0.997 0.106
H -2.574 -1.029 -1.738
H -0.816 -1.182 -1.849
H -1.748 -0.629 -3.273
H -2.480 1.407 -2.026
H -0.720 1.338 -2.198
C 1.203 -1.361 1.085
S 2.639 -0.287 1.455
C 1.718 1.080 2.205
H 0.380 -0.770 0.653
H 0.896 -1.800 2.033
H 1.546 -2.117 0.381
H 2.436 1.839 2.520
H 1.035 1.525 1.481
H 1.148 0.726 3.064
```

---

Question: which arrangement is favored energetically? Ranking from most to least stable: (Q), (P).

---

(P)
DFT (ωB97M-V with the def2-TZVPD basis set) results for 2 unconnected molecules or ions with the total composition C2H2FIO.

* net charge: 0
* gap between HOMO and LUMO (spin up / spin down): 0.293 / 0.305 Ha

Geometry as XYZ:
```
7
C2H2FIO | the Open Molecules 2025 dataset | ωB97M-V with the def2-TZVPD basis set
C -1.230 -0.753 0.395
C 0.834 0.517 -0.408
O -2.190 -0.666 -0.264
F 0.539 1.795 0.098
I 2.640 -0.170 0.146
H -1.079 -0.966 1.517
H 0.486 0.243 -1.483
```

---

(Q)
DFT (ωB97M-V with the def2-TZVPD basis set) results for 2 unconnected molecules or ions with the total composition C2H2FIO.

* net charge: 0
* gap between HOMO and LUMO: 0.344 Ha

Geometry as XYZ:
```
7
C2H2FIO | the Open Molecules 2025 dataset | ωB97M-V with the def2-TZVPD basis set
C 0.130 0.214 1.238
C -0.298 -0.219 -0.786
O -0.627 -0.108 2.065
F -1.168 0.672 -1.256
I 1.605 -0.109 -1.731
H 1.059 0.775 1.264
H -0.702 -1.226 -0.794
```

---

(R)
DFT (ωB97M-V with the def2-TZVPD basis set) results for a molecular structure, C2H2FIO.

* net charge: 0
* gap between HOMO and LUMO: 0.299 Ha

Geometry as XYZ:
```
7
C2H2FIO | the Open Molecules 2025 dataset | ωB97M-V with the def2-TZVPD basis set
C -0.145 -1.080 -0.761
C -0.627 0.121 -0.759
O 0.305 -2.137 -0.705
F -0.440 1.027 -1.743
I -1.482 1.068 0.935
H 0.993 0.834 1.479
H 1.396 0.167 1.554
```

---

Question: which arrangement is favored energetically? Ranking from most to least stable: (Q), (R), (P).

---

(P)
DFT (ωB97M-V with the def2-TZVPD basis set) results for a single C3H11N2OP molecule.

* net charge: 0
* structure (SMILES): CN(C)[P@@](C)(N)=O
* gap between HOMO and LUMO: 0.361 Ha

Geometry as XYZ:
```
18
C3H11N2OP | the Open Molecules 2025 dataset | ωB97M-V with the def2-TZVPD basis set
C 0.732 1.077 -0.750
N -0.479 0.727 -0.153
C -1.773 0.948 -0.752
P -0.376 -0.546 1.045
C 0.556 -1.924 0.244
N 0.592 0.178 2.106
O -1.864 -1.209 1.714
H 0.782 2.114 -0.665
H 1.648 0.711 -0.200
H 0.994 0.675 -1.772
H -1.828 0.654 -1.803
H -2.578 0.471 -0.007
H -2.201 1.980 -0.758
H 0.893 -2.558 1.114
H -0.113 -2.539 -0.332
H 1.440 -1.405 -0.284
H 0.941 -0.426 2.837
H 0.112 1.025 2.304
```

---

(Q)
DFT (ωB97M-V with the def2-TZVPD basis set) results for 2 unconnected molecules or ions with the total composition C3H11N2OP.

* net charge: 0
* gap between HOMO and LUMO (spin up / spin down): 0.237 / 0.314 Ha

Geometry as XYZ:
```
18
C3H11N2OP | the Open Molecules 2025 dataset | ωB97M-V with the def2-TZVPD basis set
C 0.270 1.814 -1.341
C 1.912 -0.083 -0.889
C 1.201 1.108 -0.434
N -2.425 -1.008 0.374
N -1.007 -1.341 2.542
O -0.051 -2.058 0.226
P -0.787 -0.949 0.882
H -0.425 2.448 -0.797
H 0.837 2.455 -2.026
H -0.284 1.103 -1.952
H 1.978 -0.125 -1.975
H 1.342 -0.990 -0.588
H 2.898 -0.182 -0.441
H 1.499 1.590 0.481
H -2.495 -1.381 -0.564
H -2.938 -0.142 0.455
H -1.381 -0.578 3.092
H -0.147 -1.680 2.956
```

---

Question: which arrangement is favored energetically? Ranking from most to least stable: (P), (Q).

---

(P)
DFT (ωB97M-V with the def2-TZVPD basis set) results for a single C3H8NO2P molecule.

* net charge: 0
* gap between HOMO and LUMO: 0.305 Ha

Geometry as XYZ:
```
15
C3H8NO2P | the Open Molecules 2025 dataset | ωB97M-V with the def2-TZVPD basis set
C 0.170 -0.680 1.281
C 0.805 -0.694 -0.917
C -0.926 0.276 1.078
N 2.140 -0.166 -1.105
O -0.156 0.069 -1.465
O -2.006 1.842 -0.917
P -0.556 1.445 -0.357
H -0.224 -1.716 1.298
H 0.740 -1.846 -1.111
H -1.817 -0.179 0.774
H -1.249 0.849 1.901
H 2.744 -0.728 -0.624
H 2.085 0.768 -0.812
H 0.995 -0.381 1.949
H -2.744 1.140 -0.973
```

---

(Q)
DFT (ωB97M-V with the def2-TZVPD basis set) results for a single C3H8NO2P molecule.

* net charge: 0
* structure (SMILES): [H]/N=C/CC[P@@H](=O)O
* gap between HOMO and LUMO: 0.386 Ha

Geometry as XYZ:
```
15
C3H8NO2P | the Open Molecules 2025 dataset | ωB97M-V with the def2-TZVPD basis set
H -3.458 0.434 -0.744
N -2.519 0.222 -0.566
C -2.028 0.011 0.596
C -0.511 -0.241 0.944
C 0.459 -0.527 -0.293
P 2.337 -0.349 0.021
O 3.123 -0.119 -1.210
O 2.562 0.896 1.019
H -2.588 0.079 1.612
H -0.538 -1.086 1.696
H -0.209 0.677 1.473
H 0.293 -1.522 -0.888
H 0.373 0.149 -1.164
H 2.734 -1.466 0.715
H 3.528 1.269 0.900
```

---

Question: which arrangement is favored energetically? Ranking from most to least stable: (Q), (P).